(1)
A molecular structure, C12H14CuN2O4. Source: the OMol25 dataset; level of theory: wB97M-V/def2-TZVPD.

Last column: natural (NBO) charge in e.
Positions of all 33 atoms, in Å:
Cu: -1.56492 1.32221 2.38929  0.960
O: 0.39417 0.96889 -1.61938  -0.555
C: -0.13560 0.49352 -2.62785  0.642
O: 1.13348 -1.41360 -1.03180  -0.560
C: 0.98125 -1.61565 -2.23257  0.899
O: 1.46342 -2.63343 -3.01717  -0.476
N: 0.20563 -0.77743 -3.06617  -0.497
C: 0.99679 -2.45198 -4.40484  -0.083
C: 0.11760 -1.22633 -4.43854  -0.242
H: 0.43233 -3.32458 -4.75334  0.207
H: 1.84990 -2.30944 -5.07869  0.206
H: -0.92954 -1.43730 -4.67000  0.209
H: 0.50075 -0.44578 -5.10691  0.211
C: -1.09637 1.16518 -3.49374  -0.333
C: -1.77195 2.26202 -3.11251  -0.260
H: -1.15996 0.81581 -4.52698  0.216
H: -1.74885 2.63896 -2.09536  0.207
H: -2.35293 2.78003 -3.85170  0.209
O: -1.65961 -0.76924 2.14620  -0.771
C: -1.34244 -0.92735 3.54954  -0.123
C: -0.27333 0.10394 3.83020  0.117
C: 0.22330 0.41525 5.08136  -0.230
C: 1.33636 1.25207 5.16395  -0.129
C: 1.97410 1.69459 3.99364  -0.231
C: 1.41775 1.37757 2.74546  0.080
N: 0.23563 0.75434 2.72745  -0.597
H: -2.18036 -1.49556 1.77927  0.520
H: -2.19898 -0.64987 4.20008  0.198
H: -0.97616 -1.95930 3.69256  0.233
H: -0.32968 -0.02822 5.91249  0.239
H: 1.68703 1.54279 6.13704  0.243
H: 2.87451 2.28507 4.01259  0.245
H: 1.89671 1.59281 1.76643  0.248

## Properties
Energy ... -68472.4713 eV
Highest occupied orbital energy ... -11.9763 eV
Net charge ... +1

(2)
A molecular structure, C12H14IrN7O4Se. Source: the OMol25 dataset; level of theory: wB97M-V/def2-TZVPD.

Last column: Mulliken spin population.
Positions of all 39 atoms, in Å:
Ir: -0.78613 -0.12074 0.71644  2.748
N: -1.25904 -2.37116 1.49382  0.155
C: -0.79285 -2.45447 2.88752  -0.006
C: 0.49287 -1.66098 3.09549  -0.039
O: 1.37828 -2.03030 3.82266  0.116
N: 0.49380 -0.45169 2.40891  0.438
C: 1.59157 0.37559 2.51302  0.201
C: 2.25448 0.47160 0.91470  0.047
O: 3.44539 0.55055 0.94736  0.332
O: 1.36694 0.46953 0.04322  0.191
H: -2.25423 -2.55721 1.42418  -0.013
H: -0.78010 -3.06003 0.92199  -0.012
H: -0.61844 -3.47954 3.21053  0.009
H: -1.55616 -2.01605 3.53243  -0.003
H: 2.35467 0.05738 3.21602  0.008
H: 1.34975 1.44058 2.56533  0.026
C: 1.32824 -2.30496 -3.60191  0.010
N: 1.06823 -0.87545 -3.50107  0.023
C: 1.67349 0.08616 -4.26671  0.011
C: 1.17951 1.28200 -3.86957  0.008
N: 0.27622 1.03480 -2.86758  0.013
C: -0.47973 2.06878 -2.17343  0.003
C: 0.22055 -0.28178 -2.64082  -0.019
Se: -0.85201 -1.26785 -1.44049  0.378
H: 2.01127 -2.46264 -4.43093  0.001
H: 0.40120 -2.84042 -3.79300  -0.005
H: 1.78216 -2.66562 -2.68129  -0.004
H: 2.39365 -0.16249 -5.02506  0.001
H: 1.38346 2.28124 -4.20893  0.001
H: -0.45129 2.96802 -2.78157  -0.001
H: -0.03726 2.26286 -1.19963  -0.009
H: -1.51358 1.74821 -2.05886  0.005
O: -0.85247 2.04927 0.99463  0.192
N: -1.37263 2.81095 1.87919  0.028
C: -2.46064 2.45054 2.51329  0.024
C: -2.96179 1.18021 2.13105  0.139
N: -2.88107 0.21139 1.49746  -0.008
C: -3.03539 3.29904 3.50074  0.002
N: -3.50094 3.96467 4.31087  0.006

## Properties
Energy ... -99464.5552 eV
Highest occupied orbital energy (spin up / spin down) ... -11.6622 / -12.4841 eV
⟨S²⟩ ... 8.7744
Spin multiplicity ... 6
Net charge ... +1
Relative energy (zero: lowest compared OMol25 entry of this formula, charge and spin) ... 0.00 kcal per mole

(3)
A molecular structure, C12H14N2NiO3. Source: the OMol25 dataset; level of theory: wB97M-V/def2-TZVPD.

Last column: Mulliken spin population.
Positions of all 32 atoms, in Å:
O: 0.65414 3.94695 2.07928  0.873
C: -0.28548 3.18276 2.18912  -0.032
O: -0.44356 2.51671 3.32020  0.087
C: -1.22364 2.92623 1.03065  0.056
C: -0.49101 2.45459 -0.23252  0.004
C: 0.13931 1.07980 -0.15334  0.001
C: 0.43120 0.40190 -1.49705  0.000
C: 1.28604 -0.83752 -1.08794  0.010
C: 0.31141 -1.99336 -0.90509  0.011
C: -0.21803 -2.60889 -2.03330  -0.004
C: -1.12746 -3.64361 -1.90370  0.001
N: -1.59317 -4.11186 -0.74497  0.001
C: -1.09632 -3.50782 0.33327  -0.006
C: -0.15969 -2.48696 0.31012  0.011
N: 1.88106 -0.40846 0.20367  0.026
C: 1.50876 0.96059 0.46007  0.000
O: 2.21711 1.76225 0.95474  0.009
H: -1.08851 2.97862 3.89261  -0.003
H: -1.72653 3.86277 0.80440  -0.006
H: -1.97131 2.22365 1.38187  0.016
H: -1.23596 2.42211 -1.01984  0.003
H: 0.23378 3.20111 -0.54020  0.001
H: -0.46588 0.37817 0.42273  0.002
H: -0.46728 0.13891 -2.02896  0.000
H: 1.05272 1.06595 -2.09157  0.000
H: 2.06736 -1.07437 -1.79398  -0.002
H: 0.07977 -2.29506 -3.02037  0.000
H: -1.49750 -4.11228 -2.80233  0.000
H: -1.46731 -3.84227 1.29238  0.001
H: 0.14429 -2.07430 1.29864  -0.003
H: 2.87620 -0.60916 0.31568  0.005
Ni: 1.67549 -1.89711 1.56571  0.937

## Properties
Energy ... -62816.0614 eV
Highest occupied orbital energy (spin up / spin down) ... -15.9822 / -15.9755 eV
⟨S²⟩ ... 2.0099
Spin multiplicity ... 3
Net charge ... +2

(4)
A molecular structure, C12H14N3O10P2PtSSe. Source: the OMol25 dataset; level of theory: wB97M-V/def2-TZVPD.

Last column: Mulliken spin population.
Positions of all 44 atoms, in Å:
Pt: 0.01127 0.42274 0.87853  1.215
O: -0.82223 -3.14006 2.34823  0.018
P: -2.06763 -2.07816 2.05353  0.009
O: -3.26573 -2.56576 2.74353  0.008
O: -1.59403 -0.67806 2.27343  0.055
O: -2.21043 -2.30626 0.44263  0.006
P: -1.28563 -2.95036 -0.66747  0.009
O: -0.97043 -4.41206 -0.12297  0.002
O: -1.90823 -2.92316 -1.97927  -0.002
O: 0.10197 -2.19676 -0.67507  0.036
H: -0.99183 -3.48706 3.22233  0.002
H: -0.73853 -4.35896 0.81283  -0.002
C: 5.27427 0.77774 -1.02757  0.126
C: 4.55377 1.03344 0.13263  -0.066
C: 3.17927 1.08084 0.10263  0.116
C: 2.49067 0.86304 -1.10667  -0.116
C: 3.22967 0.61774 -2.28117  0.143
C: 4.60467 0.57274 -2.22647  -0.063
N: 1.14007 0.85044 -1.07177  0.518
N: 0.43157 0.77814 -2.15497  0.316
C: -0.87493 0.55454 -2.04017  -0.027
C: -1.68573 0.54654 -3.19817  0.093
C: -3.03083 0.32924 -3.07287  -0.024
C: -3.57843 0.14984 -1.80037  0.124
C: -2.73503 0.16484 -0.70817  -0.037
N: -1.43163 0.33544 -0.81967  0.267
H: 6.35297 0.73884 -0.99507  0.011
H: 5.08137 1.19744 1.06153  -0.004
H: 2.60447 1.29244 0.99703  0.023
H: 2.69277 0.44664 -3.20157  0.021
H: 5.16777 0.37634 -3.12857  -0.002
H: -1.21183 0.71114 -4.15217  0.005
H: -3.66993 0.29344 -3.94517  0.000
H: -4.63473 -0.01026 -1.66557  0.007
H: -3.12493 0.02834 0.29163  0.008
C: -1.56363 2.12254 3.46153  0.003
S: -0.05823 2.55114 2.56463  -0.003
O: 0.41867 3.79644 3.11723  0.014
O: 0.90147 1.43564 2.73933  0.065
O: -0.44933 2.65654 1.14133  0.085
H: -1.36503 2.21914 4.51993  0.001
H: -1.82393 1.10254 3.20753  -0.006
H: -2.33043 2.81464 3.13953  0.000
Se: 1.18657 -1.75346 0.78953  1.050

## Properties
Energy ... -135628.8843 eV
Highest occupied orbital energy (spin up / spin down) ... -3.9072 / -5.5931 eV
⟨S²⟩ ... 6.0490
Spin multiplicity ... 5
Net charge ... -1
Relative energy (zero: lowest compared OMol25 entry of this formula, charge and spin) ... 20.69 kcal per mole

(5)
A molecular structure, C12H14N4O2. Source: the OMol25 dataset; level of theory: wB97M-V/def2-TZVPD.

Last column: natural (NBO) charge in e.
Positions of all 32 atoms, in Å:
C: -3.51105 0.70872 1.40067  -0.664
C: -3.76736 0.05292 2.66339  0.284
N: -4.03936 -0.42532 3.75023  -0.360
H: -2.58136 1.27735 1.42172  0.309
H: -4.40120 1.26332 1.10376  0.241
H: -3.43399 -0.04200 0.61417  0.265
C: -0.33920 3.00497 -0.76605  -0.688
C: 1.05362 2.36004 -0.95838  0.345
N: 2.06737 1.85035 -1.12998  -0.442
H: -1.17165 2.45506 -1.20505  0.455
H: -0.17334 4.00670 -1.16247  0.237
H: -0.41575 3.10910 0.31626  0.227
C: 2.90031 0.46056 0.18626  -0.727
C: 3.87519 0.11966 -0.73778  0.306
N: 4.79320 -0.06537 -1.47167  -0.349
H: 2.93260 1.52019 0.43975  0.280
H: 3.19298 -0.12358 1.05875  0.228
H: 1.90410 0.08582 -0.04876  0.257
C: 1.06268 -3.17462 -0.50240  -0.149
C: 1.63706 -2.00888 -1.07489  -0.205
C: 0.83853 -0.88011 -1.02314  -0.270
C: -0.36159 -0.84580 -0.39354  0.093
C: -0.81541 -1.96785 0.27124  -0.203
C: -0.14185 -3.14154 0.15654  -0.223
N: -1.15332 0.45864 -0.31908  0.480
O: -0.82882 1.51341 -0.96951  -0.466
O: -2.03351 0.43757 0.53588  -0.471
H: 1.52431 -4.15006 -0.54485  0.223
H: 2.50798 -2.01596 -1.71350  0.256
H: 1.04455 0.12830 -1.35036  0.261
H: -1.63119 -1.87721 0.97315  0.237
H: -0.53452 -4.09434 0.47963  0.231

## Properties
Energy ... -22705.4217 eV
Highest occupied orbital energy ... -8.7327 eV
Relative energy (zero: lowest compared OMol25 entry of this formula, charge and spin) ... 499.42 kcal per mole

(6)
C12H14N4O2S in the gas phase. Source: the OMol25 dataset; level of theory: wB97M-V/def2-TZVPD.

Last column: natural (NBO) charge in e.
Positions of all 33 atoms, in Å:
C: 5.82994 0.32063 0.95370  -0.252
O: 4.74504 -0.56772 1.08713  -0.526
C: 3.49536 -0.02315 0.77185  -0.068
C: 3.27959 0.15489 -0.74717  -0.252
N: 1.94265 0.58974 -1.00683  -0.206
N: 1.59224 1.87508 -1.15367  -0.068
N: 0.33517 1.92064 -1.28138  -0.052
N: -0.21030 0.71571 -1.22635  -0.349
C: 0.79118 -0.12489 -1.04995  0.164
S: 0.68249 -1.83767 -0.89830  0.313
C: -1.12672 -1.88860 -0.73141  -0.630
C: -1.54607 -0.98502 0.42384  0.573
O: -0.79710 -0.75676 1.34306  -0.538
C: -2.90154 -0.40929 0.32767  -0.091
C: -3.92870 -0.99995 -0.40670  -0.209
C: -5.17339 -0.40117 -0.45574  -0.205
C: -5.40215 0.79297 0.21021  -0.189
C: -4.38643 1.38368 0.94428  -0.210
C: -3.14533 0.78175 1.01101  -0.168
H: 5.64289 1.25674 1.49207  0.170
H: 6.04827 0.54963 -0.09488  0.162
H: 6.68871 -0.18332 1.39247  0.199
H: 2.75801 -0.73364 1.15652  0.206
H: 3.35002 0.94771 1.26921  0.173
H: 3.94846 0.92022 -1.14625  0.230
H: 3.45569 -0.79818 -1.25354  0.220
H: -1.56862 -1.57042 -1.67356  0.254
H: -1.38368 -2.92674 -0.51692  0.257
H: -3.76866 -1.93718 -0.91837  0.210
H: -5.96943 -0.86528 -1.01906  0.214
H: -6.37417 1.26055 0.15748  0.216
H: -4.56365 2.31269 1.46474  0.218
H: -2.33976 1.22633 1.57487  0.235

## Properties
Energy ... -33559.9414 eV
Highest occupied orbital energy ... -9.1664 eV
Relative energy (zero: lowest compared OMol25 entry of this formula, charge and spin) ... 59.86 kcal per mole
SMILES ... COCCn1nnnc1SCC(=O)c1ccccc1

(7)
C12H14N4O2S in the gas phase. Source: the OMol25 dataset; level of theory: wB97M-V/def2-TZVPD.

Last column: natural (NBO) charge in e.
Positions of all 33 atoms, in Å:
C: 2.54511 -0.51412 -4.33312  -0.644
C: 1.92152 -0.47896 -2.97543  0.281
C: 0.72232 -1.10877 -2.69956  -0.367
C: 0.23870 -1.00022 -1.38797  0.425
N: -0.96673 -1.51563 -1.03062  -0.838
S: -1.69202 -1.45870 0.51266  2.308
O: -1.18879 -2.53758 1.30616  -0.919
O: -3.09127 -1.46151 0.19600  -0.938
C: -1.17878 0.09879 1.17574  -0.290
C: -0.42701 0.11055 2.33474  -0.159
C: 0.01853 1.31117 2.84271  -0.276
C: -0.27753 2.51028 2.18325  0.197
N: 0.24941 3.69191 2.62969  -0.788
C: -1.05974 2.47364 1.02183  -0.268
C: -1.51415 1.27046 0.52454  -0.172
N: 0.92319 -0.34920 -0.45356  -0.539
C: 2.06199 0.22522 -0.81874  0.462
C: 2.80611 0.98065 0.23235  -0.653
N: 2.58012 0.19814 -2.03314  -0.511
H: 2.97645 0.45662 -4.56050  0.236
H: 1.81755 -0.78618 -5.09271  0.213
H: 3.35321 -1.24404 -4.34019  0.233
H: 0.17124 -1.64570 -3.45428  0.215
H: -1.51818 -1.97691 -1.73531  0.425
H: -0.20004 -0.82900 2.81025  0.247
H: 0.60953 1.33657 3.74617  0.213
H: -0.14809 4.54622 2.27899  0.388
H: 0.61145 3.72072 3.56743  0.389
H: -1.29338 3.39749 0.51430  0.212
H: -2.12095 1.22655 -0.36618  0.233
H: 3.65666 0.39098 0.56879  0.231
H: 3.18286 1.90827 -0.18908  0.230
H: 2.14986 1.17979 1.07344  0.228

## Properties
Energy ... -33562.2404 eV
Highest occupied orbital energy ... -8.4130 eV
Relative energy (zero: lowest compared OMol25 entry of this formula, charge and spin) ... 6.85 kcal per mole
SMILES ... Cc1cc(NS(=O)(=O)c2ccc(N)cc2)nc(C)n1

(8)
A molecular structure, C12H14N5O3Pt. Source: the OMol25 dataset; level of theory: wB97M-V/def2-TZVPD.

Last column: natural (NBO) charge in e.
Positions of all 35 atoms, in Å:
Pt: -0.63443 -0.34868 0.54178  0.986
O: -2.33852 -1.18029 1.21082  -0.688
C: -3.56693 -0.80696 0.51246  -0.101
C: -3.18163 -0.10394 -0.75418  0.188
C: -4.14574 0.21588 -1.69078  -0.201
C: -3.77544 0.88188 -2.84635  -0.070
C: -2.43786 1.20435 -3.03848  -0.213
C: -1.52550 0.85686 -2.07145  0.073
N: -1.88296 0.21706 -0.94108  -0.460
H: -2.47447 -1.33667 2.15730  0.554
H: -4.15489 -0.15326 1.15769  0.248
H: -4.12118 -1.72144 0.30591  0.252
H: -5.17742 -0.05793 -1.51203  0.268
H: -4.51790 1.14128 -3.58938  0.273
H: -2.10425 1.71674 -3.92940  0.271
H: -0.47689 1.08150 -2.18960  0.203
N: 5.17656 2.86368 -0.00977  -0.626
C: 4.34289 2.02986 -0.47818  0.701
O: 4.33425 0.87253 -0.99428  -0.254
C: 3.05033 1.78004 -1.10938  0.053
C: 2.80523 2.31285 -2.42122  0.130
N: 2.56770 2.77862 -3.44301  0.003
C: 1.94073 1.05234 -0.50858  0.412
N: 1.00481 0.52616 -0.11808  -0.251
H: 4.89561 3.81326 0.23346  0.485
H: 6.15437 2.59922 0.13862  0.491
C: 1.50581 -2.23907 3.83311  -0.716
C: 0.86261 -2.07844 2.49757  0.723
N: 0.83688 -3.10174 1.66814  -0.738
O: 0.36107 -0.94444 2.20971  -0.676
H: 2.59052 -2.19773 3.71308  0.274
H: 1.25743 -3.20409 4.27328  0.271
H: 1.19381 -1.43604 4.49360  0.273
H: 1.22242 -3.99378 1.94441  0.445
H: 0.41298 -3.03962 0.75430  0.419

## Properties
Energy ... -29480.7313 eV
Highest occupied orbital energy ... -18.8577 eV
Net charge ... +3
Relative energy (zero: lowest compared OMol25 entry of this formula, charge and spin) ... 0.00 kcal per mole